Computed, not measured: a molecular structure, C26H28GeIrN5O4S2, with ωB97M-V/def2-TZVPD.

XYZ file:
```
67
Properties=species:S:1:pos:R:3:lowdin_charge:R:1
C 6.14 -0.37 2.26 -0.480
H 1.60 0.40 -5.88 0.090
H 0.62 1.73 -1.98 0.027
C 2.34 -1.73 -2.03 -0.049
H 0.25 1.61 2.49 0.129
C 3.86 -1.15 1.73 0.009
H -1.80 2.22 2.98 0.153
N -0.40 -2.62 -0.01 -0.203
H -4.35 -0.68 2.17 0.106
C 2.06 0.32 1.14 -0.280
C -3.38 3.04 1.88 -0.028
O 6.61 -1.47 2.25 0.123
H 3.66 -0.35 -2.99 0.113
C -4.70 2.71 1.94 -0.087
S -1.12 -4.88 1.50 1.076
N 0.73 0.55 0.74 -0.079
H -1.01 4.54 -1.02 0.020
C 1.14 -2.41 -2.11 -0.313
S 0.67 -3.53 -0.86 0.564
H -3.22 -2.63 3.37 0.101
C 4.23 1.21 1.66 -0.028
C -2.32 2.01 2.04 -0.366
C 2.72 -0.88 -3.05 -0.022
H -2.08 4.17 -2.39 0.019
C -0.05 1.38 1.46 -0.358
H -2.64 -5.19 3.43 0.065
H 3.03 0.78 -5.04 0.091
H -3.05 4.06 1.76 0.116
H 2.54 2.41 1.09 0.115
H -4.24 1.67 -0.77 0.008
H -3.36 0.15 -1.07 0.010
N -2.80 0.62 2.13 -0.021
C -3.42 1.21 -1.33 -0.206
H -5.46 3.48 1.85 0.110
C -1.25 1.92 0.95 -0.300
H 1.87 -1.81 1.26 0.083
H -2.76 4.40 -0.77 0.006
H 0.06 -1.29 -5.11 0.113
N -1.91 -2.45 1.69 -0.165
N 2.28 0.13 -5.20 0.111
H 4.87 2.09 1.74 0.109
O -0.05 -4.62 -1.48 -0.311
H 4.25 -2.15 1.90 0.131
H -3.63 1.29 -2.40 0.023
H -0.67 1.46 -3.17 0.028
H -6.12 1.08 2.13 0.103
H 6.40 1.49 2.66 0.084
C -2.25 -4.46 2.74 -0.397
C 4.72 -0.07 1.88 -0.138
C 0.69 -1.41 -4.24 -0.039
C 1.90 -0.70 -4.17 -0.327
C -1.11 -3.23 0.96 -0.765
C -1.90 4.00 -1.32 -0.217
H 3.00 -1.89 -1.18 0.105
H -0.30 0.23 -1.95 -0.004
O 1.82 -3.84 -0.05 -0.310
C 0.32 -2.26 -3.22 -0.063
C -4.07 0.37 2.16 -0.152
C 2.91 1.41 1.29 -0.015
Ge -1.71 2.08 -0.96 0.796
H -0.61 -2.82 -3.28 0.120
C -5.07 1.36 2.11 -0.035
Ir -1.06 -0.56 1.10 1.279
O 6.92 0.67 2.63 0.111
C -0.37 1.30 -2.13 -0.217
C 2.54 -0.96 1.37 -0.018
C -2.55 -3.15 2.70 -0.253
```

The expectation value of S² is 6.06. For the HOMO-LUMO gap (alpha / beta), the calculation gives 0.27787 / 0.23185 Ha. Its multiplicity is 5. The calculation puts the max |F| at 0.69 eV Å⁻¹. Its total charge is 0. Its energy above the lowest of the compared OMol25 structures with the same formula, charge and spin is 0.860 eV.

Computed, not measured: a gas-phase ion, C3H9O3S2 (charge +1) in a non-equilibrium geometry, with ωB97M-V/def2-TZVPD.

XYZ file:
```
17
Properties=species:S:1:pos:R:3:lowdin_charge:R:1
H -0.84 -0.93 1.32 0.093
H -0.10 1.49 -0.41 0.082
H 3.27 -0.28 -0.34 0.113
C -1.31 -0.91 0.35 -0.405
O 1.53 -0.75 1.39 -0.270
H 0.41 -1.52 -0.63 0.125
C 0.52 0.62 -0.60 -0.216
H -1.82 -1.87 0.20 0.110
O 3.10 0.58 0.07 -0.115
O 1.53 1.71 1.54 -0.239
H -2.08 1.49 0.44 -0.004
S -2.66 0.28 0.52 1.138
S 1.69 0.53 0.77 0.588
H 1.07 0.82 -1.51 0.116
H -0.69 -0.76 -1.75 0.127
C -0.28 -0.68 -0.74 -0.250
H -3.36 0.19 -0.62 0.008
```

For the HOMO-LUMO gap, the calculation gives 0.40349 Ha. The calculation puts the max |F| at 1.35 eV Å⁻¹. Its total charge is +1.

Computed, not measured: a single C18H29N3O3 molecule, with ωB97M-V/def2-TZVPD.

XYZ file:
```
53
Properties=species:S:1:pos:R:3:lowdin_charge:R:1
C -4.27 1.20 -0.18 -0.120
H 5.24 -0.01 0.83 0.141
H -3.02 0.64 -2.41 0.130
H -0.52 3.44 -1.08 0.120
O 4.13 2.17 -0.68 0.075
C 2.47 1.01 0.51 -0.088
H -3.63 3.08 0.68 0.127
C 3.77 1.14 -0.15 -0.374
C -1.54 1.04 -0.90 -0.165
H -2.83 1.63 1.36 0.130
O -4.80 -1.18 1.01 0.056
C -3.19 -2.43 -0.25 -0.165
H 0.17 4.19 1.16 0.118
H 5.38 -0.01 -0.93 0.133
C 4.67 -0.08 -0.10 -0.061
H 2.02 3.08 0.12 0.140
H -3.32 -2.63 -1.32 0.116
H -2.17 -0.81 -1.83 0.110
C 3.15 -1.54 -1.47 -0.026
H -3.54 -3.44 1.62 0.076
O 0.90 -0.32 1.65 0.095
C 3.90 -1.40 -0.14 -0.552
H -1.80 4.30 -0.19 0.118
H -1.09 3.18 1.92 0.108
N -2.14 2.30 -0.54 -0.173
C -1.22 3.37 -0.24 -0.178
C -3.67 -3.63 0.55 -0.101
C 4.88 -2.57 0.00 -0.047
H -2.12 -2.27 -0.07 0.114
H 2.44 -0.73 -1.60 0.085
C -2.61 0.14 -1.52 -0.130
H -3.10 -4.52 0.28 0.070
H 5.59 -2.58 -0.82 0.087
H 3.85 -1.52 -2.30 0.091
C 2.91 -1.41 1.03 -0.057
H 3.47 -1.46 1.97 0.144
C -0.40 3.26 1.07 -0.189
H -4.71 1.69 -1.06 0.129
N -3.68 -0.06 -0.58 -0.062
H 4.35 -3.52 0.00 0.086
N 0.45 2.11 1.09 -0.002
H -0.74 1.22 -1.63 0.127
H 2.26 -2.29 0.99 0.138
H -4.72 -3.81 0.37 0.077
H 5.44 -2.50 0.93 0.085
H 0.44 0.59 1.62 0.074
H -5.06 0.99 0.55 0.120
C -3.96 -1.18 0.13 -0.458
C 2.06 -0.19 1.06 -0.249
C -3.20 2.11 0.43 -0.161
C 1.61 2.16 0.56 -0.061
H 2.60 -2.48 -1.50 0.089
H -1.11 0.52 -0.03 0.110
```

As for the SMILES: CCC(=O)N1CCN(CC/N=C/C2=C(O)CC(C)(C)CC2=O)CC1. For the HOMO-LUMO gap, the calculation gives 0.32563 Ha. The calculation puts the max |F| at 0.72 eV Å⁻¹. Its total charge is 0. Its energy above the lowest of the compared OMol25 structures with the same formula, charge and spin is 1.943 eV.